Entry 1:
{"formula": "C4H6N2O", "method": "ωB97M-V with the def2-TZVPD basis set", "e_lumo_ev": 0.169, "homo_lumo_gap_ev": 7.756, "homo_energy_ev": -7.59, "de_lowest_kj_mol": 404.3, "charge": 0, "energy_ev": -9269.3119, "smiles": "NC1=C=CN[C@@H]1O", "symbols": ["N", "C", "C", "O", "N", "C", "C", "H", "H", "H", "H", "H", "H"], "coordinates": [[-1.754, 0.919, -0.060], [-0.382, 0.652, -0.188], [0.012, -0.707, 0.308], [-0.695, -1.890, 0.219], [1.382, -0.765, -0.019], [1.754, 0.499, -0.337], [0.720, 1.466, -0.390], [-2.217, 0.669, -0.929], [-1.908, 1.907, 0.106], [-1.623, -1.642, 0.345], [1.963, -1.575, 0.137], [2.820, 0.669, -0.498], [-0.071, -0.203, 1.306]]}

***

Entry 2:
{"formula": "C4H6N2O", "method": "ωB97M-V with the def2-TZVPD basis set", "e_lumo_ev": 0.746, "homo_lumo_gap_ev": 10.843, "homo_energy_ev": -10.10, "de_lowest_kj_mol": 295.1, "charge": 0, "energy_ev": -9270.4436, "smiles": "N#C[C@@H]1NCCO1", "symbols": ["C", "C", "C", "C", "N", "N", "O", "H", "H", "H", "H", "H", "H"], "coordinates": [[2.032, -0.156, -0.004], [-0.856, -0.717, -0.494], [-0.913, 0.871, -0.424], [0.893, 0.230, 0.723], [2.968, -0.331, -0.620], [-0.129, -1.009, 0.755], [0.131, 1.402, 0.233], [-1.768, -1.203, -0.965], [0.008, -0.912, -1.264], [-1.009, 1.204, -1.412], [-1.782, 1.127, 0.164], [1.154, 0.433, 1.750], [-0.729, -0.937, 1.557]]}

***

Entry 3:
{"formula": "C4H6N2O", "method": "ωB97M-V with the def2-TZVPD basis set", "e_lumo_ev": [0.432, 0.432], "homo_lumo_gap_ev": [7.240, 7.241], "homo_energy_ev": [-6.81, -6.81], "de_lowest_kj_mol": 419.6, "charge": 0, "energy_ev": -9269.1525, "symbols": ["N", "C", "C", "O", "N", "C", "C", "H", "H", "H", "H", "H", "H"], "coordinates": [[-1.890, 0.874, 0.115], [-0.745, 0.299, -0.182], [-0.126, -0.954, -0.387], [-0.626, -2.212, -0.578], [1.181, -0.813, 0.045], [1.539, 0.417, 0.398], [0.345, 1.261, 0.149], [-2.729, 0.595, -0.362], [-0.463, 1.807, 0.754], [-1.386, -2.314, 0.016], [1.797, -1.622, 0.111], [2.577, 0.669, 0.565], [0.526, 1.995, -0.644]]}

***

Entry 4:
{"formula": "C4H6N2O", "method": "ωB97M-V with the def2-TZVPD basis set", "e_lumo_ev": [-0.960, -0.610], "homo_lumo_gap_ev": [7.342, 7.846], "homo_energy_ev": [-8.30, -8.46], "de_lowest_kj_mol": 874.8, "charge": 0, "energy_ev": -9264.4349, "symbols": ["C", "C", "C", "C", "N", "N", "O", "H", "H", "H", "H", "H", "H"], "coordinates": [[-0.410, 1.922, -2.305], [-0.498, 1.043, -1.336], [-0.320, -0.989, 0.392], [-0.911, 0.317, 0.875], [0.383, -0.612, -0.811], [1.599, -0.397, -0.396], [-1.330, 1.024, -0.262], [0.319, -1.371, 1.115], [-1.056, -1.671, 0.071], [-1.785, 0.283, 1.486], [-0.011, 0.814, 1.462], [1.758, -0.476, 0.679], [2.261, 0.113, -0.971]]}

***

Entry 5:
{"formula": "C4H6N2O", "method": "ωB97M-V with the def2-TZVPD basis set", "e_lumo_ev": 0.522, "homo_lumo_gap_ev": 8.894, "homo_energy_ev": -8.37, "de_lowest_kj_mol": 231.8, "charge": 0, "energy_ev": -9271.0997, "symbols": ["C", "C", "C", "C", "N", "N", "O", "H", "H", "H", "H", "H", "H"], "coordinates": [[1.723, 0.293, 0.005], [-3.133, 0.466, 0.009], [1.949, -1.197, -0.008], [-0.720, 0.037, -0.014], [-1.873, 0.438, -0.029], [0.418, 0.757, 0.020], [2.620, 1.104, -0.005], [-3.652, 0.476, 0.953], [-3.708, 0.523, -0.901], [3.005, -1.394, 0.139], [1.362, -1.680, 0.769], [1.631, -1.599, -0.966], [0.378, 1.778, 0.027]]}

***

Entry 6:
{"formula": "C4H6N2O", "method": "ωB97M-V with the def2-TZVPD basis set", "e_lumo_ev": 0.616, "homo_lumo_gap_ev": 9.330, "homo_energy_ev": -8.71, "de_lowest_kj_mol": 113.1, "charge": 0, "energy_ev": -9272.3294, "smiles": "N[C@@H]1NC=CC1=O", "symbols": ["N", "C", "C", "O", "C", "C", "N", "H", "H", "H", "H", "H", "H"], "coordinates": [[1.976, 0.532, -0.122], [0.629, 0.089, -0.352], [0.027, -1.135, 0.348], [0.681, -2.104, 0.682], [-1.416, -0.876, 0.315], [-1.575, 0.443, 0.035], [-0.388, 1.099, -0.176], [2.530, -0.282, 0.131], [2.023, 1.188, 0.651], [0.556, -0.358, -1.366], [-2.199, -1.590, 0.523], [-2.506, 0.999, -0.033], [-0.341, 1.995, -0.635]]}

***

Entry 7:
{"formula": "C4H6N2O", "method": "ωB97M-V with the def2-TZVPD basis set", "e_lumo_ev": 0.799, "homo_lumo_gap_ev": 10.702, "homo_energy_ev": -9.90, "de_lowest_kj_mol": 206.9, "charge": 0, "energy_ev": -9271.3574, "smiles": "[H]/N=C/OCCC#N", "symbols": ["N", "C", "O", "C", "C", "C", "N", "H", "H", "H", "H", "H", "H"], "coordinates": [[1.931, -0.130, -0.209], [1.609, 1.001, -0.590], [0.324, 1.152, -1.036], [-0.472, -0.026, -0.768], [-0.981, -0.010, 0.685], [-1.812, -1.182, 0.989], [-2.468, -2.104, 1.229], [2.530, -0.558, 0.423], [2.232, 1.905, -0.577], [0.130, -0.922, -0.928], [-1.306, -0.019, -1.466], [-0.142, 0.002, 1.389], [-1.575, 0.891, 0.859]]}

***

Entry 8:
{"formula": "C4H6N2O", "method": "ωB97M-V with the def2-TZVPD basis set", "e_lumo_ev": 0.725, "homo_lumo_gap_ev": 8.683, "homo_energy_ev": -7.96, "de_lowest_kj_mol": 491.8, "charge": 0, "energy_ev": -9268.4049, "symbols": ["O", "C", "N", "C", "C", "C", "N", "H", "H", "H", "H", "H", "H"], "coordinates": [[1.385, 2.053, 0.534], [0.833, 1.096, 0.074], [1.431, -0.213, 0.026], [0.294, -1.353, -0.375], [-0.847, -0.387, -0.623], [-1.446, 0.459, 0.442], [-0.449, 1.023, -0.486], [2.172, -0.398, 0.695], [0.160, -1.962, 0.524], [1.546, -0.729, -0.922], [-1.455, -0.573, -1.506], [-2.437, 0.891, 0.333], [-1.130, 0.285, 1.470]]}